## i
This record from OMol25 describes a gas-phase ion, C4H7N2S (charge +1). The level of theory is ωB97M-V/def2-TZVPD.

Structure (XYZ):
```
14
C4H7N2S, DFT ωB97M-V/def2-TZVPD
N -0.85913 1.24953 0.07299
C -1.05234 -1.13944 0.18469
H 0.65543 -1.83527 1.20326
H 2.89181 -1.12852 0.14048
H -1.18152 2.15367 0.37561
H 0.70522 -2.05346 -0.50387
C 0.47932 1.16427 0.06566
N 1.11905 0.04819 0.24928
C -1.70830 0.14838 -0.00678
H -1.62283 -2.16341 0.25323
H 0.84805 2.14489 0.08753
H -2.76286 0.28071 -0.31854
C 0.48989 -1.23350 0.29483
S 2.83205 0.21249 -0.06450
```

Results
2S+1: 3
M (g/mol): 115.18
HOMO level (spin up / spin down) (eV): -10.62 / -13.57
LUMO energy (spin up / spin down) (eV): -3.57 / -6.56
Frontier orbital gap (spin up / spin down) (eV): 7.06 / 7.01
Net charge: +1

Atomic partial charges in e from the natural (NBO) method, atoms 1 to 6: number 1, N, carries -0.4642; number 2, C, carries -0.1358; number 3, H, carries 0.2794; number 4, H, carries 0.1342; number 5, H, carries 0.4489; number 6, H, carries 0.2880



## ii
This record from OMol25 describes 2 unconnected molecules or ions with the total composition C4H7N2S. The level of theory is ωB97M-V/def2-TZVPD.

Structure (XYZ):
```
14
C4H7N2S, DFT ωB97M-V/def2-TZVPD
N 2.67822 0.50728 1.39814
H -1.96105 -0.56024 -0.95250
H -2.00656 0.31594 -2.50028
H -0.55424 -0.53781 0.67986
S 0.47156 -0.49550 -3.62057
C 0.18167 0.00660 0.22905
C 2.49962 0.78431 2.56913
H 3.17758 0.49361 3.53879
H -2.12518 -1.38768 -2.41212
H 1.43262 0.57447 -1.10782
C -0.22043 -0.39357 -2.10767
H 1.73433 1.35348 3.04627
C -1.69796 -0.54759 -2.00598
N 0.52918 0.08144 -1.00687
```

Results
2S+1: 3
M (g/mol): 115.18
HOMO level (spin up / spin down) (eV): -13.48 / -13.75
LUMO energy (spin up / spin down) (eV): -6.62 / -7.03
Frontier orbital gap (spin up / spin down) (eV): 6.86 / 6.73
Net charge: +1

Atomic partial charges in e from the natural (NBO) method, atoms 1 to 6: number 1, N, carries -0.2424; number 2, H, carries 0.2018; number 3, H, carries 0.2711; number 4, H, carries 0.1864; number 5, S, carries 0.2488; number 6, C, carries 0.4943



Which one sits at the top of the stability order? i does.



## i
This record from OMol25 describes CH3ClN2 in the gas phase. The level of theory is ωB97M-V/def2-TZVPD.

Structure (XYZ):
```
7
CH3ClN2, DFT ωB97M-V/def2-TZVPD
Cl 1.86853 0.32030 -0.87009
H -0.68817 -0.79278 -1.24081
H 0.74668 -0.30250 1.32266
H -1.27368 0.85793 0.83120
N -0.58850 -0.74634 -0.22468
C 0.57300 -0.04581 0.19872
N -0.63786 0.70920 -0.01700
```

Results
M (g/mol): 78.50
HOMO level (eV): -10.06
LUMO energy (eV): 1.08
Frontier orbital gap (eV): 11.14
Structure (SMILES): ClC1NN1

Atomic partial charges in e from the natural (NBO) method, atoms 1 to 6: number 1, Cl, carries 0.0155; number 2, H, carries 0.3559; number 3, H, carries 0.2116; number 4, H, carries 0.3519; number 5, N, carries -0.4635; number 6, C, carries 0.0032



## ii
This record from OMol25 describes CH3ClN2 in the gas phase. The level of theory is ωB97M-V/def2-TZVPD.

Structure (XYZ):
```
7
CH3ClN2, DFT ωB97M-V/def2-TZVPD
H 0.03436 -0.17296 1.62104
N 0.76278 0.88878 0.04708
C -0.43820 -0.34532 -0.30243
H -0.18147 -0.83985 -1.20451
H 1.23137 0.67376 -0.84863
N 0.60834 -0.33846 0.72131
Cl -2.01719 0.13406 -0.03386
```

Results
M (g/mol): 78.50
HOMO level (eV): -9.04
LUMO energy (eV): 1.02
Frontier orbital gap (eV): 10.06
Structure (SMILES): ClC1NN1

Atomic partial charges in e from the natural (NBO) method, atoms 1 to 6: number 1, H, carries 0.3509; number 2, N, carries -0.4208; number 3, C, carries -0.0579; number 4, H, carries 0.1995; number 5, H, carries 0.3245; number 6, N, carries -0.4526



Which one sits at the top of the stability order? i does.



## i
This record from OMol25 describes 9 unconnected molecules or ions with the total composition C32H42F8NO28PSi. The level of theory is ωB97M-V/def2-TZVPD.

Structure (XYZ):
```
113
C32H42F8NO28PSi, DFT ωB97M-V/def2-TZVPD
C -1.20276 -0.98769 -0.95922
C 3.16625 2.94566 -5.14184
C -1.24282 2.43198 5.88993
O -2.10133 1.76546 9.68711
C -0.55378 0.37058 -6.25523
F 1.64362 3.05429 7.47218
C 0.44922 0.78997 -5.21577
H -1.09890 -0.18814 3.66270
O -1.17402 1.28351 6.59820
C -2.09841 -0.55153 3.90012
O 0.17639 -0.62300 -6.98723
H -5.39782 0.48865 7.38077
H -0.42428 -3.66079 -9.46382
O -2.10704 -1.15225 -1.70705
C 5.66808 -0.21945 -1.02310
C 8.39797 0.72328 1.86177
H 5.23245 1.26899 -4.25568
H -0.90515 4.78896 -0.82836
O 2.34235 3.22496 -5.95267
C 0.03949 1.31487 7.35600
H -3.79171 -4.05279 -2.42446
O -3.50859 0.90776 8.15770
H -2.16686 -1.55977 3.49822
H -2.88190 2.44586 1.76869
C 4.43335 1.76548 -3.70180
C -1.74268 -4.59728 -7.97761
O 3.23162 1.75822 -4.49071
C -5.33548 0.84546 9.52596
C -4.78356 0.26432 8.24943
H 4.17941 3.69215 -2.68428
C -3.15424 1.29066 9.40656
C 1.14194 -1.10525 -6.16319
H -1.44456 -0.08373 -5.81689
H 8.19548 -1.04372 -1.77624
O -3.20929 -5.47287 -1.03435
O -0.96977 4.78404 -1.79293
F 7.34490 -2.68361 -2.54309
C 7.45509 2.16705 3.30299
H 6.60277 2.84191 3.30226
O 8.56822 -0.22719 1.17066
C 6.84854 -1.99600 -0.33136
F 9.47581 3.36399 3.61606
C -2.94142 -2.83143 -8.68272
F -1.27897 -5.32189 -10.18600
C 4.68540 3.23817 -3.53791
C -4.98814 -4.10592 -0.61794
C 8.68792 2.77567 2.68582
H -0.17155 3.28824 8.28731
H -4.12839 0.01917 3.53965
O 6.18413 -0.78526 -2.14700
C -3.13044 0.37726 3.26203
C -2.95919 1.76032 -0.27484
H -0.39061 2.38578 0.59707
O 1.18546 -0.40478 -4.99676
C -5.19343 -0.57321 0.95136
O -2.13301 2.84424 -3.34403
H 1.12588 1.58165 -5.52560
C 0.31313 2.79113 7.44648
H 0.04251 0.24625 -2.09789
O -3.21041 -1.77075 1.13625
H 6.19485 -2.86981 -0.32086
O 4.93272 0.71998 -1.02492
O -4.26886 -7.39184 -0.51480
F -6.12909 -0.03691 10.17642
H -2.97497 -3.39590 -0.99441
O -3.67285 -1.90067 -8.68441
H -4.91462 -3.78722 0.42299
H -3.36718 2.71090 -0.63067
C 7.26397 -1.60898 -1.72414
H -3.43994 0.99456 -0.88847
H 8.48864 3.48497 1.88061
H -0.85813 1.18960 -6.90173
O 9.35844 1.64190 2.16011
H -4.43790 1.80821 1.29028
H -5.87098 1.78815 9.40034
O -2.08082 2.67822 5.08260
H -2.38756 -5.47697 -7.94591
H 7.63494 1.82104 4.32184
F -5.89341 -3.32597 -1.26356
O -2.43794 -3.42204 -9.80524
H 4.28955 1.25240 -2.74645
O -0.23165 3.27851 6.22941
H 0.82088 0.78100 6.81179
H -2.94512 1.37260 3.66103
H -4.64231 -0.81548 8.31525
O 1.85555 -2.01564 -6.42926
P -0.79987 3.22020 -2.38263
H 0.61961 0.06698 -0.47067
C -3.67231 -4.15242 -1.34454
Si -1.08757 1.84215 -0.59289
O -5.42183 -5.45420 -0.67080
H -0.09602 0.85262 8.32977
H -5.59187 -1.57818 0.88845
O 4.16005 3.78153 -4.73972
F 6.01217 3.51711 -3.47240
H -0.88379 -4.76327 -7.33145
N -2.94672 0.37274 1.78713
C -1.35251 -4.22939 -9.38576
O 7.22128 1.04162 2.45050
C -0.28632 0.18776 -1.06331
H -5.39364 -0.09286 -0.00332
F -0.15769 1.14626 -4.04973
H -1.00132 -1.71911 -0.15907
O -2.48415 -3.44678 -7.55876
H -5.74097 -0.08774 1.75756
H 7.69330 -2.17520 0.32287
H -2.22260 -0.58538 4.98005
C -3.71812 -0.71452 1.27511
O 6.10044 -0.84673 0.08447
O -4.16299 1.06820 10.29305
C -3.35212 1.65074 1.19463
H -2.42314 1.96179 -3.06932
C -4.29440 -6.22617 -0.72277
```

Results
M (g/mol): 1099.71
HOMO level (eV): -7.91
LUMO energy (eV): 0.03
Frontier orbital gap (eV): 7.94
Structure (SMILES): CCN(CC[Si@@H](CC=O)P(O)O)C(C)=O.O=C1OC[C@@H](F)O1.O=C1OC[C@@H](F)O1.O=C1OC[C@@H](F)O1.O=C1OC[C@@H](F)O1.O=C1OC[C@@H](F)O1.O=C1OC[C@@H](F)O1.O=C1OC[C@@H](F)O1.O=C1OC[C@@H](F)O1

Atomic partial charges in e from the Mulliken method, atoms 1 to 6: number 1, C, carries -0.1034; number 2, C, carries 0.6120; number 3, C, carries 0.6449; number 4, O, carries -0.4929; number 5, C, carries -0.3431; number 6, F, carries -0.3083



## ii
This record from OMol25 describes 9 unconnected molecules or ions with the total composition C32H42F8NO28PSi. The level of theory is ωB97M-V/def2-TZVPD.

Structure (XYZ):
```
113
C32H42F8NO28PSi, DFT ωB97M-V/def2-TZVPD
H 4.44236 -0.51030 1.18941
C -3.59885 4.29066 -3.23508
C -6.54406 -1.17578 -0.88972
O 2.73489 -6.28945 0.28769
H 8.74257 -4.32954 1.18859
C -4.43483 4.72714 -1.18306
C -5.39815 -6.33102 4.72867
H -3.98170 4.26425 -4.25065
O -7.00915 -0.61362 -2.10738
H 4.16399 1.55792 -3.35541
F 10.54386 -5.94390 0.54028
H 5.06906 3.89248 -0.26019
O -5.69466 0.14790 3.48476
C -2.47887 8.75721 -3.47570
H -3.36588 -6.37267 5.45171
H 5.43917 2.04625 -2.24180
C 4.33323 -1.47010 -0.75726
C -3.80665 2.99973 -2.47431
O 7.13123 -5.51087 0.65155
H -5.75318 -1.89352 -1.11192
H -4.69164 2.43105 -2.74490
H -2.70525 8.51484 -0.36169
Si 0.11962 -0.45686 -2.15994
O -4.17340 -1.16286 4.43219
F -4.00997 10.95383 -1.44731
O -1.98962 8.29642 -2.29923
N 3.37174 -0.49264 -1.33143
H 2.59887 5.62711 -0.77346
O -6.30538 1.14342 -3.33502
C 4.00130 0.79095 -1.33179
C 4.50629 6.18973 1.21061
H 2.65677 -1.96307 -2.61082
H -4.64826 9.08991 -1.75996
C -4.71631 -0.76875 3.27404
H 4.63613 -6.29020 2.87341
H -4.85299 -0.93477 6.38870
H -6.92180 0.48086 0.43985
C 0.76782 1.80598 -0.56553
O 3.95160 1.49437 -0.35150
C 9.26881 -6.14488 0.14264
C -3.74990 9.69706 -1.88028
H -1.20008 1.31791 -1.08548
C -5.19816 -4.25836 5.56723
O 3.31335 5.55668 1.17117
H 3.12175 -5.34388 2.86542
O 8.65207 -7.09308 0.99999
C 3.60966 -5.26662 0.10696
H 0.19560 -1.81768 -1.56894
H 4.96464 -2.21307 1.17566
H -6.85790 -0.52596 5.03825
C -6.00577 0.13412 4.87320
O -5.52156 -3.20746 6.01287
H 1.90406 0.95920 -3.22108
C -3.94707 -5.90038 4.65879
H -1.78646 9.89973 -1.00662
F -6.33543 1.38399 5.26733
H -2.54788 4.58428 -3.24609
C 4.24880 -1.49762 0.76425
C -2.50529 9.11451 -1.24490
O -5.94516 -5.39017 5.63743
H -5.26092 -0.15928 0.55584
C 7.34337 -6.75719 1.11774
C -6.09183 0.04089 -0.11502
C 8.39717 -4.92068 0.33957
H 5.36472 -1.22789 -1.05397
H 5.44550 0.40563 -2.89855
H 4.06919 -2.45590 -1.13658
O -4.34277 5.22100 -2.43734
O -2.16418 8.35384 -4.54274
O 5.22165 5.91112 0.08362
O -5.70697 0.93072 -1.17671
O -4.04510 -4.49470 4.90990
O 4.34175 -5.07152 1.21809
O 4.88629 6.87697 2.09700
H 8.31644 -4.28995 -0.54049
O -3.39640 9.73756 -3.25104
H -4.02575 0.47498 5.67439
H 3.24067 -1.79097 1.06832
O -1.03420 0.78606 -4.66092
C -4.71139 -0.35247 5.48667
C -6.34033 0.54889 -2.30556
O -3.93871 3.46608 -1.13639
O -4.88454 5.31692 -0.25687
H -0.52502 0.23778 0.12986
F -7.56525 -1.82977 -0.28464
O -4.40199 -1.17172 2.19776
H 3.75836 -7.82895 1.18428
C -0.28866 0.78619 -0.78625
H 2.64362 4.00086 -0.05381
F -5.54572 -7.57699 5.23038
H -3.47837 -6.08315 3.69677
H 1.32938 1.75375 0.38163
C 1.69653 -0.11364 -3.14767
C 3.15668 4.95340 -0.12148
H 1.47622 -0.44134 -4.17330
O 3.71986 -4.64203 -0.89772
C 3.82798 -5.91131 2.25710
H -5.93893 -6.26610 3.78326
F 4.73921 4.96274 -1.91343
C 4.80216 1.21337 -2.54125
H -0.83973 -2.39807 -4.00387
H -0.38150 1.34090 -4.21431
O 6.49678 -7.46451 1.55916
C 4.59260 4.82208 -0.56951
F -2.72328 2.17898 -2.53608
C 3.12333 -6.98807 1.46217
O 1.02314 2.67343 -1.37824
H 9.27557 -6.54050 -0.87414
O -1.42397 -1.78088 -4.45952
P -1.64597 -0.36196 -3.62600
H 3.72963 -0.83252 -3.40633
C 2.91751 -0.90337 -2.67041
F 2.01660 -7.45549 2.08829
```

Results
M (g/mol): 1099.71
HOMO level (eV): -8.26
LUMO energy (eV): 0.02
Frontier orbital gap (eV): 8.28
Structure (SMILES): CCN(CC[Si@@H](CC=O)P(O)O)C(C)=O.O=C1OC[C@@H](F)O1.O=C1OC[C@@H](F)O1.O=C1OC[C@@H](F)O1.O=C1OC[C@@H](F)O1.O=C1OC[C@@H](F)O1.O=C1OC[C@@H](F)O1.O=C1OC[C@@H](F)O1.O=C1OC[C@@H](F)O1

Atomic partial charges in e from the Mulliken method, atoms 1 to 6: number 1, H, carries 0.4006; number 2, C, carries -0.3463; number 3, C, carries 0.3589; number 4, O, carries -0.3527; number 5, H, carries 0.2833; number 6, C, carries 0.6446



Which one sits at the top of the stability order? ii does.



## i
This record from OMol25 describes C6H14O2 in the gas phase. The level of theory is ωB97M-V/def2-TZVPD.

Structure (XYZ):
```
22
C6H14O2, DFT ωB97M-V/def2-TZVPD
O 0.84770 0.78397 1.63166
H -0.58452 1.82083 0.54752
C 1.23365 1.30064 -1.16342
H -2.00073 -1.21124 2.63960
H -0.25489 -1.26406 2.28841
C -0.20132 0.80096 0.71410
C 0.24040 0.20260 -0.62302
H 1.49588 -1.34935 -1.41913
H 1.63724 0.94495 -2.10824
H -0.60548 -0.27102 -2.54547
H 0.50444 1.06062 2.49039
H -1.43928 1.04019 -1.69806
H 0.30840 -1.93210 -0.25066
O -1.39232 0.14621 1.27114
C -1.25070 -1.13043 1.84983
H -1.42455 -1.92960 1.11995
C -0.94480 0.07934 -1.57307
H 0.71899 2.24241 -1.33800
C 0.99000 -1.11885 -0.48343
H 1.73424 -1.04667 0.30507
H 2.06254 1.45259 -0.47789
H -1.67488 -0.62200 -1.17728
```

Results
M (g/mol): 118.18
HOMO level (eV): -9.77
LUMO energy (eV): 0.80
Frontier orbital gap (eV): 10.56
Structure (SMILES): CO[C@@H](O)C(C)(C)C

Atomic partial charges in e from the natural (NBO) method, atoms 1 to 6: number 1, O, carries -0.7272; number 2, H, carries 0.1535; number 3, C, carries -0.6053; number 4, H, carries 0.1867; number 5, H, carries 0.1796; number 6, C, carries 0.3940



## ii
This record from OMol25 describes 2 unconnected molecules or ions with the total composition C6H14O2. The level of theory is ωB97M-V/def2-TZVPD.

Structure (XYZ):
```
22
C6H14O2, DFT ωB97M-V/def2-TZVPD
C -2.36535 -1.06280 -1.83822
C 0.01951 1.00348 1.76809
C -1.12028 0.11124 1.29271
H 2.13588 1.00431 2.18894
H -1.22529 0.70887 -2.01241
H -2.97134 0.35420 0.17689
H 4.61322 -1.73360 -1.65444
O -2.87844 -0.93070 -2.92014
C -1.37053 -0.07410 -1.26542
H -0.02855 1.30695 2.81314
H -1.88570 1.60101 0.00153
H -1.88567 0.14303 2.05164
H 1.71212 0.64352 0.49774
H 5.00615 -0.67269 -2.53864
H 1.50761 -0.58434 1.75382
H -0.39123 -0.56051 -1.22407
O 5.43497 -1.38547 -2.03812
H -2.77302 -1.81131 -1.14094
C 1.44467 0.48134 1.53124
C -1.90864 0.50579 0.03727
H -0.14373 1.91734 1.18999
H -0.92638 -0.96557 1.32940
```

Results
M (g/mol): 118.18
HOMO level (eV): -9.81
LUMO energy (eV): 0.45
Frontier orbital gap (eV): 10.26
Structure (SMILES): CCCCCC=O.O

Atomic partial charges in e from the natural (NBO) method, atoms 1 to 6: number 1, C, carries 0.4463; number 2, C, carries -0.3987; number 3, C, carries -0.4097; number 4, H, carries 0.2108; number 5, H, carries 0.2290; number 6, H, carries 0.2144



Which one sits at the top of the stability order? i does.